Arrangement A

Density functional theory data (ωB97M-V/def2-TZVPD) for a cluster of 15 separate species, C45H120O15 in total.

Values from the calculation:
Orbital gap in hartree: 0.35959
Multiplicity: 1
Lowest unoccupied orbital energy in eV: 0.24
Net charge: 0

Element x y z (Å)
C -0.070 -0.084 -1.531
C -0.526 0.093 -0.097
C 0.645 0.456 0.792
O -1.474 1.145 -0.080
H 0.552 -0.989 -1.607
H 0.540 0.755 -1.878
H -0.909 -0.227 -2.204
H -0.982 -0.845 0.216
H 1.321 -0.394 0.912
H 0.257 0.735 1.779
H 1.200 1.321 0.417
H -1.087 1.996 -0.394
C -1.330 -5.142 -4.477
C -1.201 -3.773 -3.841
C -1.609 -3.835 -2.397
O 0.161 -3.321 -3.895
H -2.363 -5.489 -4.376
H -0.667 -5.884 -4.032
H -1.082 -5.081 -5.541
H -1.863 -3.081 -4.380
H -0.991 -4.570 -1.881
H -2.649 -4.132 -2.233
H -1.510 -2.880 -1.873
H 0.315 -2.953 -4.794
C -4.187 1.726 4.772
C -2.664 1.626 4.674
C -2.124 1.973 3.323
O -2.035 2.528 5.621
H -4.503 2.747 5.013
H -4.562 1.105 5.597
H -4.710 1.387 3.878
H -2.403 0.605 4.987
H -1.080 2.279 3.357
H -2.630 2.870 2.949
H -2.238 1.145 2.624
H -2.584 2.545 6.418
C -0.553 4.230 1.115
C -0.335 4.659 -0.308
C 1.142 4.740 -0.669
O -1.048 3.707 -1.148
H -1.561 4.415 1.475
H 0.097 4.761 1.820
H -0.250 3.184 1.200
H -0.729 5.671 -0.487
H 1.695 3.807 -0.532
H 1.636 5.580 -0.181
H 1.216 4.965 -1.747
H -1.065 4.094 -2.036
C -3.784 0.371 -2.859
C -4.312 0.391 -4.292
C -3.601 -0.649 -5.152
O -5.725 0.094 -4.235
H -4.524 0.789 -2.184
H -2.878 0.972 -2.733
H -3.613 -0.666 -2.550
H -4.247 1.377 -4.748
H -2.579 -0.769 -4.789
H -3.660 -0.442 -6.219
H -4.093 -1.624 -5.045
H -5.828 -0.779 -3.837
C -4.566 2.820 -0.194
C -4.911 1.613 0.661
C -6.394 1.260 0.497
O -4.120 0.469 0.269
H -4.494 2.490 -1.234
H -3.593 3.264 0.041
H -5.327 3.596 -0.119
H -4.733 1.820 1.733
H -6.688 0.512 1.237
H -6.545 0.809 -0.487
H -7.028 2.126 0.666
H -3.207 0.748 0.032
C 5.370 4.218 0.797
C 4.845 3.862 2.175
C 3.434 3.283 2.075
O 5.715 2.904 2.823
H 6.300 4.772 0.820
H 4.587 4.768 0.260
H 5.450 3.306 0.183
H 4.861 4.737 2.829
H 2.736 3.899 1.514
H 3.013 3.173 3.078
H 3.560 2.277 1.661
H 5.948 2.232 2.167
C 3.459 0.061 -1.807
C 4.929 0.349 -1.605
C 5.792 -0.860 -1.894
O 5.261 1.429 -2.512
H 3.294 -0.267 -2.833
H 2.912 0.991 -1.620
H 3.064 -0.702 -1.136
H 5.172 0.661 -0.580
H 5.860 -1.124 -2.948
H 5.437 -1.738 -1.338
H 6.808 -0.753 -1.482
H 6.211 1.413 -2.679
C 0.088 -2.522 3.990
C -1.041 -2.747 4.990
C -2.376 -3.103 4.343
O -0.639 -3.864 5.875
H 0.939 -2.050 4.497
H -0.180 -1.825 3.190
H 0.525 -3.454 3.619
H -1.130 -1.875 5.647
H -2.862 -2.254 3.839
H -3.093 -3.439 5.091
H -2.223 -3.890 3.601
H -0.247 -4.564 5.346
C 1.264 2.683 7.282
C 1.532 2.899 5.787
C 1.503 1.578 5.011
O 0.524 3.813 5.244
H 0.301 2.212 7.437
H 1.366 3.608 7.847
H 2.077 2.057 7.699
H 2.531 3.335 5.680
H 2.370 0.948 5.211
H 1.383 1.831 3.957
H 0.605 1.007 5.279
H -0.398 3.518 5.449
C -3.632 -3.367 0.902
C -5.080 -2.983 0.679
C -5.647 -2.407 1.977
O -5.233 -2.057 -0.412
H -3.539 -3.936 1.826
H -3.048 -2.449 1.061
H -3.189 -3.916 0.072
H -5.639 -3.877 0.390
H -5.547 -3.163 2.758
H -6.695 -2.149 1.821
H -5.122 -1.491 2.252
H -4.947 -1.158 -0.086
C 1.571 -5.837 1.600
C 0.199 -5.304 1.233
C 0.246 -3.911 0.652
O -0.416 -6.181 0.283
H 1.473 -6.911 1.780
H 2.113 -5.414 2.456
H 2.305 -5.709 0.784
H -0.418 -5.300 2.138
H -0.688 -3.477 0.318
H 0.916 -3.955 -0.231
H 0.797 -3.167 1.246
H 0.129 -6.149 -0.517
C -0.754 -1.089 -7.290
C 0.563 -0.854 -6.621
C 0.520 -0.114 -5.297
O 1.158 -2.153 -6.374
H -1.299 -0.166 -7.491
H -1.424 -1.738 -6.727
H -0.554 -1.535 -8.267
H 1.202 -0.265 -7.293
H -0.122 -0.631 -4.579
H 0.136 0.922 -5.314
H 1.520 0.019 -4.874
H 2.086 -2.034 -6.146
C 4.127 -0.531 2.222
C 3.928 -2.011 2.483
C 4.526 -2.845 1.385
O 4.712 -2.375 3.679
H 3.958 -0.315 1.159
H 5.132 -0.201 2.493
H 3.482 0.127 2.817
H 2.882 -2.276 2.669
H 5.562 -2.560 1.185
H 3.966 -2.683 0.456
H 4.538 -3.893 1.673
H 4.311 -1.926 4.440
C 2.486 3.403 -3.834
C 2.994 2.792 -5.127
C 3.982 3.696 -5.854
O 3.606 1.501 -4.876
H 2.244 4.468 -3.916
H 3.301 3.370 -3.092
H 1.631 2.896 -3.380
H 2.143 2.527 -5.767
H 4.436 3.062 -6.617
H 4.795 3.967 -5.173
H 3.521 4.582 -6.279
H 4.205 1.583 -4.087

Results of the Mulliken charge analysis, in e, for atoms 1 through 8:
1 C -0.33
2 C 1.93
3 C 0.07
4 O 0.72
5 H 0.59
6 H -0.14
7 H -0.65
8 H -0.50



Arrangement B

Density functional theory data (ωB97M-V/def2-TZVPD) for a cluster of 15 separate species, C45H120O15 in total.

Values from the calculation:
Orbital gap in hartree: 0.35490
Multiplicity: 1
Lowest unoccupied orbital energy in eV: 0.26
Net charge: 0

Element x y z (Å)
C 0.525 1.039 -6.023
C 0.260 1.493 -7.492
C 0.686 0.380 -8.432
O -1.112 1.803 -7.669
H 0.031 0.082 -5.853
H 0.132 1.784 -5.331
H 1.593 0.953 -5.824
H 0.817 2.378 -7.800
H 0.263 0.532 -9.425
H 0.257 -0.549 -8.057
H 1.769 0.280 -8.508
H -1.284 2.060 -8.578
C 5.354 6.849 -4.710
C 4.780 6.336 -3.356
C 4.644 4.837 -3.339
O 5.662 6.703 -2.340
H 4.673 6.646 -5.536
H 6.308 6.469 -5.078
H 5.635 7.902 -4.720
H 3.780 6.756 -3.251
H 5.668 4.503 -3.505
H 4.111 4.459 -4.211
H 4.327 4.328 -2.429
H 5.093 6.667 -1.568
C 4.102 0.522 1.632
C 4.794 -0.825 1.594
C 6.289 -0.688 1.205
O 4.789 -1.430 2.916
H 4.207 0.989 0.653
H 4.548 1.156 2.398
H 3.061 0.364 1.912
H 4.306 -1.501 0.891
H 6.435 -0.575 0.130
H 6.982 -1.470 1.516
H 6.725 0.196 1.668
H 5.118 -0.807 3.568
C -3.933 -2.784 3.584
C -4.301 -3.592 4.829
C -3.951 -5.151 4.674
O -3.495 -3.199 5.833
H -2.944 -3.160 3.321
H -3.920 -1.700 3.696
H -4.689 -2.977 2.823
H -5.337 -3.468 5.144
H -4.594 -5.562 3.895
H -4.186 -5.651 5.613
H -2.909 -5.322 4.407
H -3.962 -2.733 6.530
C -0.200 5.649 0.836
C 0.627 4.674 0.023
C 0.755 4.807 -1.551
O 1.967 4.719 0.578
H -0.084 6.679 0.498
H -0.128 5.547 1.919
H -1.264 5.512 0.639
H 0.383 3.637 0.251
H 1.122 5.765 -1.918
H -0.163 4.624 -2.110
H 1.362 3.957 -1.864
H 2.081 4.114 1.315
C -0.199 -6.816 3.099
C -0.964 -5.875 2.182
C -0.513 -4.440 2.279
O -0.728 -6.078 0.839
H -0.333 -7.873 2.872
H -0.463 -6.681 4.148
H 0.872 -6.662 2.966
H -2.046 -5.882 2.313
H 0.573 -4.435 2.364
H -0.784 -4.056 3.263
H -0.956 -3.813 1.506
H -0.941 -7.000 0.680
C -2.225 5.922 -4.823
C -2.052 4.389 -5.035
C -3.177 3.555 -4.409
O -2.191 4.172 -6.480
H -2.448 6.155 -3.782
H -3.015 6.453 -5.354
H -1.262 6.394 -5.014
H -1.019 4.135 -4.795
H -3.209 3.657 -3.325
H -3.087 2.472 -4.492
H -4.123 3.952 -4.778
H -2.000 3.244 -6.632
C 6.320 -7.419 1.055
C 6.337 -6.378 2.254
C 6.235 -4.996 1.687
O 5.077 -6.393 2.898
H 7.272 -7.309 0.536
H 5.532 -7.239 0.324
H 6.230 -8.455 1.381
H 7.056 -6.397 3.073
H 6.102 -4.269 2.488
H 5.403 -4.748 1.029
H 7.145 -4.607 1.228
H 4.424 -5.988 2.323
C 1.970 -4.725 -1.873
C 0.513 -4.800 -2.513
C 0.012 -6.170 -2.841
O -0.378 -4.224 -1.590
H 2.009 -5.623 -1.256
H 2.052 -3.756 -1.383
H 2.662 -4.721 -2.716
H 0.491 -4.241 -3.448
H -1.062 -6.111 -3.014
H -0.002 -6.826 -1.971
H 0.607 -6.651 -3.617
H -0.189 -4.553 -0.708
C -5.933 -1.362 0.388
C -5.199 -0.002 0.132
C -3.808 0.190 0.723
O -5.067 0.293 -1.279
H -6.892 -1.321 -0.128
H -6.268 -1.497 1.417
H -5.469 -2.272 0.007
H -5.750 0.829 0.571
H -3.606 -0.394 1.620
H -3.686 1.177 1.169
H -2.911 -0.019 0.140
H -4.491 -0.331 -1.727
C -2.771 -0.276 -4.243
C -3.184 -1.671 -3.889
C -2.186 -2.814 -4.106
O -3.521 -1.598 -2.522
H -1.834 0.119 -3.851
H -3.647 0.331 -4.014
H -2.669 -0.319 -5.327
H -4.059 -1.970 -4.466
H -2.117 -3.019 -5.174
H -2.567 -3.709 -3.614
H -1.202 -2.577 -3.701
H -2.664 -1.566 -2.090
C -0.861 1.109 6.502
C -0.004 0.206 7.384
C 1.361 0.014 6.683
O 0.163 0.854 8.606
H -0.467 2.125 6.498
H -1.868 1.320 6.864
H -1.049 0.554 5.583
H -0.456 -0.785 7.415
H 1.185 -0.356 5.672
H 2.105 -0.691 7.053
H 1.893 0.965 6.688
H -0.553 0.588 9.188
C 0.558 3.644 4.304
C 0.763 2.432 3.407
C -0.490 2.192 2.522
O 1.910 2.634 2.605
H 1.245 3.611 5.149
H -0.449 3.775 4.700
H 0.839 4.581 3.823
H 0.997 1.630 4.108
H -0.755 3.115 2.007
H -1.330 1.884 3.145
H -0.294 1.451 1.747
H 2.638 2.449 3.203
C -4.112 3.806 0.949
C -4.367 3.921 2.463
C -3.252 4.750 3.125
O -5.563 4.583 2.567
H -4.254 4.769 0.457
H -4.750 3.071 0.459
H -3.085 3.584 0.661
H -4.546 2.929 2.880
H -2.986 4.351 4.104
H -3.407 5.809 3.333
H -2.329 4.612 2.562
H -6.207 4.168 1.987
C 0.084 0.451 -1.609
C 0.255 -0.993 -1.002
C 1.019 -1.262 0.350
O -1.007 -1.717 -1.118
H 1.005 1.020 -1.730
H -0.526 0.955 -0.859
H -0.516 0.504 -2.517
H 0.949 -1.412 -1.731
H 2.015 -0.819 0.355
H 1.211 -2.328 0.468
H 0.445 -0.933 1.217
H -0.743 -2.635 -1.216

Results of the Mulliken charge analysis, in e, for atoms 1 through 8:
1 C -0.93
2 C 0.46
3 C -1.37
4 O -0.54
5 H 0.19
6 H 0.07
7 H 0.47
8 H 0.25



Structures ranked by computed energy, the most stable listed first: arrangement A, arrangement B.



Arrangement A

Density functional theory data (ωB97M-V/def2-TZVPD) for an isolated molecule of C3H8N2O2.

Values from the calculation:
Orbital gap in hartree: 0.34065
Multiplicity: 1
Lowest unoccupied orbital energy in eV: 0.38
Net charge: 0
SMILES string: [NH3+]C(=O)NCC[O-]

Element x y z (Å)
N -1.765 0.955 0.055
C -0.694 0.187 -0.793
O -1.081 -0.420 -1.755
N 0.592 0.714 -0.567
C 1.441 -0.406 -0.143
C 0.721 -1.020 1.089
O -0.636 -0.917 0.856
H -2.684 0.710 -0.312
H -1.661 1.967 0.121
H -1.488 0.340 0.925
H 0.577 1.385 0.197
H 2.454 -0.045 0.063
H 1.482 -1.119 -0.971
H 1.045 -0.468 1.995
H 1.041 -2.066 1.226

Results of the Mulliken charge analysis, in e, for atoms 1 through 8:
1 N -0.39
2 C 0.64
3 O -0.60
4 N -0.44
5 C -0.69
6 C -0.24
7 O -0.80
8 H 0.30



Arrangement B

Density functional theory data (ωB97M-V/def2-TZVPD) for an isolated molecule of C3H8N2O2.

Values from the calculation:
Orbital gap in hartree: 0.33292
Multiplicity: 1
Lowest unoccupied orbital energy in eV: 0.46
Net charge: 0
SMILES string: CN(CCO)N=O

Element x y z (Å)
C 0.223 -0.605 -1.592
N -0.623 -0.478 -0.434
C -0.034 -0.488 0.875
C 0.675 1.040 0.895
O 0.272 1.989 -0.022
N -1.623 -1.539 -0.264
O -2.464 -1.510 0.606
H 0.989 -1.375 -1.467
H 0.726 0.344 -1.803
H -0.418 -0.834 -2.442
H -0.788 -0.386 1.656
H 0.750 -1.229 1.043
H 0.510 1.368 1.925
H 1.737 0.829 0.725
H 0.069 2.873 0.297

Results of the Mulliken charge analysis, in e, for atoms 1 through 8:
1 C -0.74
2 N 0.33
3 C -0.71
4 C -0.39
5 O -0.51
6 N -0.20
7 O -0.37
8 H 0.31



Structures ranked by computed energy, the most stable listed first: arrangement A, arrangement B.



Arrangement A

Density functional theory data (ωB97M-V/def2-TZVPD) for a cluster of 3 separate species, C3H8N2O2 in total.

Values from the calculation:
Orbital gap in hartree: 0.35554
Multiplicity: 1
Lowest unoccupied orbital energy in eV: 0.19
Net charge: 0
SMILES string: [H]/N=C\C.N=C=O.O

Element x y z (Å)
H 0.217 1.503 1.310
N 0.386 0.512 1.151
C 0.863 0.196 -0.006
C 1.566 1.129 -0.929
H 1.091 -0.858 -0.117
H 1.296 2.169 -0.734
H 2.646 0.992 -0.854
H 1.290 0.900 -1.960
N -1.789 -1.301 -0.540
C -1.293 -0.430 -1.221
O -1.158 0.251 -2.173
H -2.291 -1.280 0.338
O -1.329 -1.249 1.892
H -0.954 -2.110 2.115
H -0.540 -0.424 1.728

Results of the Mulliken charge analysis, in e, for atoms 1 through 8:
1 H 0.21
2 N -0.47
3 C -0.01
4 C -0.98
5 H 0.45
6 H 0.32
7 H 0.30
8 H 0.29



Arrangement B

Density functional theory data (ωB97M-V/def2-TZVPD) for a cluster of 3 separate species, C3H8N2O2 in total.

Values from the calculation:
Orbital gap (alpha / beta) in hartree: 0.29829 / 0.29543
Multiplicity: 1
Lowest unoccupied orbital energy (alpha / beta) in eV: 0.72 / 0.46
Net charge: 0

Element x y z (Å)
C 0.082 0.066 0.726
C -2.054 -1.190 1.323
N -0.469 -0.291 -0.374
C 1.616 0.849 -1.232
N 1.017 1.359 -2.319
O 0.977 -0.667 1.393
O 2.774 0.920 -0.922
H 1.367 -0.162 2.119
H -0.144 -1.218 -0.651
H -0.154 1.042 1.140
H 1.541 1.877 -3.020
H 0.028 1.218 -2.434
H -2.796 -1.236 0.539
H -1.563 -2.110 1.610
H -2.222 -0.458 2.103

Results of the Mulliken charge analysis, in e, for atoms 1 through 8:
1 C -0.15
2 C -0.97
3 N -0.49
4 C 0.31
5 N -0.33
6 O -0.47
7 O -0.49
8 H 0.38



Structures ranked by computed energy, the most stable listed first: arrangement A, arrangement B.



Arrangement A

Density functional theory data (ωB97M-V/def2-TZVPD) for an isolated molecule of C3H8N2O2.

Values from the calculation:
Orbital gap (alpha / beta) in hartree: 0.27122 / 0.27129
Multiplicity: 1
Lowest unoccupied orbital energy (alpha / beta) in eV: -1.87 / -1.87
Net charge: 0

Element x y z (Å)
N -1.069 -2.122 0.673
C -0.066 -1.257 0.140
O 0.886 -0.979 0.967
N -0.564 -0.274 -0.781
C 0.300 0.690 -1.213
C 0.214 1.791 0.182
O 1.213 1.427 0.997
H -1.251 -1.867 1.641
H -1.923 -2.110 0.128
H 0.247 -1.802 -0.869
H -0.037 1.204 -2.110
H 1.369 0.500 -1.135
H -0.809 1.709 0.563
H 0.390 2.737 -0.326
H 1.101 0.353 1.142

Results of the Mulliken charge analysis, in e, for atoms 1 through 8:
1 N -0.56
2 C 0.63
3 O -0.71
4 N -0.40
5 C -0.54
6 C -0.31
7 O -0.59
8 H 0.26



Arrangement B

Density functional theory data (ωB97M-V/def2-TZVPD) for a cluster of 2 separate species, C3H8N2O2 in total.

Values from the calculation:
Orbital gap (alpha / beta) in hartree: 0.29714 / 0.29791
Multiplicity: 1
Lowest unoccupied orbital energy (alpha / beta) in eV: 0.63 / 0.84
Net charge: 0

Element x y z (Å)
C 1.349 0.173 -0.149
C 2.131 -0.951 0.436
C -1.809 -0.472 -0.759
N -0.961 1.681 0.534
N -0.583 0.475 1.092
O 1.423 0.669 -1.192
O -1.179 -0.646 0.515
H 1.302 -1.564 0.840
H 2.682 -1.653 -0.234
H 2.726 -0.505 1.230
H -1.778 -1.478 -1.125
H -1.179 0.151 -1.395
H -2.899 -0.065 -0.516
H -0.814 1.859 -0.447
H -0.411 2.327 1.168

Results of the Mulliken charge analysis, in e, for atoms 1 through 8:
1 C 0.52
2 C -0.88
3 C -0.63
4 N -0.43
5 N -0.17
6 O -0.40
7 O -0.18
8 H 0.23



Arrangement C

Density functional theory data (ωB97M-V/def2-TZVPD) for a cluster of 2 separate species, C3H8N2O2 in total.

Values from the calculation:
Orbital gap (alpha / beta) in hartree: 0.30808 / 0.30281
Multiplicity: 1
Lowest unoccupied orbital energy (alpha / beta) in eV: -0.90 / -1.02
Net charge: 0

Element x y z (Å)
C -1.248 -0.280 -1.217
C -1.188 -0.342 1.215
N -0.665 -0.829 -0.028
N 0.814 1.260 -0.047
C 1.634 0.260 0.005
O 2.981 0.485 0.026
O 1.258 -0.976 0.007
H 3.410 -0.381 0.081
H 1.302 2.153 -0.073
H -2.162 -0.876 -1.381
H -2.101 -0.937 1.392
H -1.503 0.781 -1.168
H -0.599 -0.461 -2.074
H -0.502 -0.579 2.028
H -1.431 0.723 1.234

Results of the Mulliken charge analysis, in e, for atoms 1 through 8:
1 C -0.74
2 C -0.75
3 N -0.01
4 N -0.59
5 C 0.74
6 O -0.47
7 O -0.51
8 H 0.31



Structures ranked by computed energy, the most stable listed first: arrangement C, arrangement A, arrangement B.